ORCA calculation (ωB97M-V with the def2-TZVPD basis set) on the molecule C10H11NO3S in a non-equilibrium geometry.

Last column: Mulliken charge in e.
Cartesian coordinates (Å):
1 S 1.76655 -1.11466 0.42058  1.232
2 O 2.17587 -0.66630 1.73442  -0.662
3 O 0.79585 1.95201 -0.55981  -0.457
4 O 2.18032 -2.43016 -0.00362  -0.695
5 N 3.51480 -0.12013 -1.46266  -0.646
6 C 2.98597 2.46598 0.37065  -1.273
7 C -2.00709 0.20471 0.90366  -0.743
8 C -2.06528 -1.49629 -0.78590  -0.610
9 C -2.73019 -0.53883 -0.02212  0.867
10 C 1.92887 1.70317 -0.31729  0.664
11 C 2.56328 0.09922 -0.71350  0.414
12 C -0.64654 0.00423 1.05944  -0.459
13 C -4.20297 -0.33477 -0.19820  -1.420
14 C -0.70365 -1.69453 -0.64656  -0.565
15 C -0.00954 -0.93856 0.27794  0.313
16 H 3.21056 1.95056 1.30410  0.303
17 H -2.50689 0.94964 1.50482  0.314
18 H 2.67001 3.48587 0.57378  0.364
19 H 3.88725 2.45178 -0.23792  0.379
20 H -0.07047 0.55915 1.78298  0.480
21 H -4.55320 0.51775 0.37846  0.348
22 H -4.44308 -0.17245 -1.24687  0.348
23 H -4.74560 -1.22040 0.13267  0.327
24 H 3.80513 -1.09642 -1.52306  0.319
25 H -2.62365 -2.08640 -1.49798  0.400
26 H -0.17631 -2.43418 -1.22801  0.459

Computed properties:
- E_HOMO (eV) = -9.18
- energy (eV) = -29014.498
- net charge = 0
- SMILES string = [H]/N=C(/C(C)=O)S(=O)(=O)c1ccc(C)cc1
- largest force on an atom (eV/Å) = 3.77
- orbital gap (eV) = 9.50